Entry from OMol25: a structure of composition C31H61GeN6PSeSr (wB97M-V/def2-TZVPD).

Values from the calculation:
HOMO = -13.11 eV
Net charge = +2
2S+1 = 1
Electronic energy = -6396.44443 Ha
Frontier orbital gap = 8.179 eV

The geometry in XYZ format:
```
102
Properties=species:S:1:pos:R:3:lowdin_charge:R:1
Sr 0.32 -0.17 -0.91 1.209
C -1.64 2.17 -3.48 -0.161
C -1.98 0.69 -3.50 -0.195
N -0.85 -0.22 -3.16 -0.180
C 0.18 -0.27 -4.23 -0.185
C 1.49 0.40 -3.86 -0.196
N 2.16 -0.29 -2.73 -0.152
C 3.58 0.12 -2.58 -0.196
C 3.79 1.46 -1.90 -0.154
C 3.50 1.50 -0.41 -0.203
N 2.08 1.75 -0.07 -0.129
C 1.66 3.15 -0.30 -0.181
C 0.70 3.32 -1.46 -0.204
N -0.47 2.45 -1.26 -0.144
C -1.63 2.81 -2.10 -0.207
H -2.40 2.68 -4.07 0.128
H -0.70 2.36 -3.99 0.110
H -2.38 0.41 -4.48 0.125
H -2.78 0.49 -2.77 0.125
H -1.25 -1.15 -3.07 0.088
H -0.21 0.19 -5.15 0.132
H 0.37 -1.32 -4.48 0.109
H 1.32 1.44 -3.59 0.089
H 2.14 0.41 -4.75 0.135
H 2.17 -1.27 -2.97 0.059
H 4.06 0.13 -3.56 0.126
H 4.07 -0.65 -1.99 0.110
H 3.24 2.26 -2.42 0.107
H 4.85 1.72 -2.04 0.129
H 4.13 2.26 0.07 0.126
H 3.78 0.54 0.04 0.101
H 1.98 1.56 0.92 0.062
H 2.54 3.79 -0.45 0.131
H 1.17 3.51 0.61 0.121
H 1.18 3.09 -2.41 0.096
H 0.40 4.38 -1.51 0.132
H -0.75 2.57 -0.29 -0.011
H -1.69 3.90 -2.20 0.124
H -2.53 2.50 -1.56 0.122
C -2.89 -2.74 1.87 -0.031
C -2.99 -4.04 1.41 -0.018
C -2.35 -4.37 0.22 0.001
C -1.64 -3.40 -0.46 -0.235
N -1.52 -2.15 -0.01 0.044
C -2.15 -1.84 1.13 -0.157
C -0.93 -3.76 -1.73 -0.222
C -1.41 -4.79 -2.53 0.005
C -0.68 -5.18 -3.64 -0.019
C 0.52 -4.55 -3.91 -0.028
C 0.90 -3.51 -3.08 -0.154
N 0.19 -3.08 -2.03 0.085
H -3.37 -2.42 2.79 0.123
H -3.54 -4.79 1.96 0.126
H -2.39 -5.39 -0.15 0.120
H -2.07 -0.82 1.47 0.006
H -2.34 -5.28 -2.29 0.121
H -1.04 -5.98 -4.28 0.127
H 1.14 -4.84 -4.74 0.121
H 1.85 -3.02 -3.27 0.100
C -3.48 3.30 4.75 -0.219
Ge -3.77 3.99 2.96 0.726
C -4.01 5.91 2.96 -0.211
C -5.23 3.07 2.08 -0.215
C -2.16 3.59 1.87 -0.572
Se -1.68 1.69 1.92 0.875
C -0.45 1.76 3.42 -0.364
H -4.37 3.47 5.35 0.032
H -2.64 3.80 5.23 0.029
H -3.30 2.22 4.72 0.012
H -4.88 6.18 3.55 0.031
H -4.15 6.29 1.95 0.025
H -3.14 6.41 3.40 0.026
H -6.13 3.11 2.70 0.030
H -4.98 2.02 1.92 0.008
H -5.46 3.54 1.12 0.025
H -1.29 4.15 2.19 0.026
H -2.36 3.84 0.83 0.006
H -0.98 2.06 4.31 0.017
H 0.36 2.45 3.21 0.029
H -0.05 0.76 3.56 -0.002
C 4.04 -3.98 0.73 -0.130
C 3.00 -3.06 0.10 -0.419
P 2.05 -1.95 1.23 0.905
C 1.11 -3.17 2.23 -0.398
C 0.45 -2.57 3.48 -0.140
C 3.36 -1.36 2.37 -0.407
C 3.00 -0.11 3.17 -0.139
H 4.50 -4.61 -0.03 0.080
H 3.61 -4.64 1.48 0.069
H 4.84 -3.41 1.21 0.068
H 2.25 -3.64 -0.44 0.055
H 3.47 -2.42 -0.65 0.051
H 1.77 -3.99 2.52 0.081
H 0.35 -3.60 1.57 0.060
H 1.19 -2.27 4.22 0.069
H -0.21 -3.29 3.95 0.081
H -0.15 -1.69 3.24 0.045
H 4.25 -1.16 1.76 0.076
H 3.64 -2.18 3.04 0.092
H 2.79 0.74 2.52 0.040
H 3.82 0.19 3.83 0.087
H 2.12 -0.26 3.80 0.048
```